Record 1
Here is a cluster of 10 separate species, C37H68N5O16P3S2 in total at a distorted geometry from the OMol25 dataset. Energies are from wB97M-V/def2-TZVPD.

Results
- E (Eh) = -4748.7033
- structure (SMILES) = COP(=O)(OC)OC.COP(=O)(OC)OC.COP(=O)(OC)OC.O=S1(=O)CCCC1.O=S1(=O)CCCC1.c1cc[nH]c1.c1cc[nH]c1.c1cc[nH]c1.c1cc[nH]c1.c1cc[nH]c1
- relative energy (zero: lowest compared OMol25 entry of this formula, charge and spin) (kJ/mol) = 334.54
- LUMO level (eV) = 0.5
- multiplicity = 1

Geometry (Å):
S (0.71788, 0.02288, -0.82970)
S (5.55539, -0.79163, -2.30501)
P (-5.10072, -0.47640, -3.68607)
P (-0.18155, -3.28126, 5.58465)
P (-1.54194, 5.67947, -0.34940)
O (1.25827, -3.94228, 5.05894)
O (-1.64627, 4.21567, -1.07428)
O (-6.60609, -0.49675, -4.32468)
O (4.78914, -1.71931, -1.45390)
O (-2.40719, 6.67290, -1.37388)
O (-4.77793, 1.15347, -3.50597)
O (1.90983, 0.86815, -0.63138)
O (-5.26198, -1.10273, -2.19617)
O (-1.33942, -4.22537, 5.73895)
O (0.31784, -2.45383, 6.83202)
O (-4.13563, -1.22104, -4.52495)
O (-0.06039, 6.12097, -0.68456)
O (-0.56440, -2.13462, 4.46446)
O (-0.31147, 0.53673, -1.74350)
O (-1.97307, 5.64826, 1.10266)
O (6.90702, -0.46974, -1.95819)
N (4.31767, 0.58781, 3.91936)
N (1.61557, 2.82623, 2.72929)
N (-5.18769, 0.11964, 1.50553)
N (3.05186, -7.17284, -0.58812)
N (-0.61742, -0.40217, -4.56075)
C (4.16771, -1.77831, 3.98925)
C (-1.02799, -1.64702, -4.22651)
C (0.98663, -1.79029, -1.02854)
C (-5.80191, 1.33793, 1.25771)
C (2.40726, -5.14347, 0.19509)
C (-3.76505, 1.56135, -2.55206)
C (4.22297, -0.54950, 4.72309)
C (2.99974, -6.32126, 0.53644)
C (4.69656, -0.07791, -4.88674)
C (-0.71185, -1.66010, 7.50395)
C (-4.85707, 2.34118, 1.55772)
C (-0.11971, -0.15377, 0.81835)
C (3.91775, -1.29039, 2.61876)
C (-4.22536, -1.33071, -1.25949)
C (-3.76185, 1.67523, 2.03535)
C (-3.73899, 6.35443, -1.88368)
C (0.65472, -0.42134, -4.99927)
C (2.49924, -6.53411, -1.60657)
C (5.35396, -1.28469, -4.04998)
C (0.90483, 3.93767, 2.17783)
C (1.51361, -4.10517, 3.67474)
C (-0.00610, -0.88107, 4.41353)
C (-1.14390, 3.08304, -0.51753)
C (5.06787, 1.21049, -4.04815)
C (0.08459, -1.61309, 1.21215)
C (3.94183, 0.10695, 2.68431)
C (-0.12740, 4.17801, 3.07841)
C (-6.77991, -0.05060, -5.67949)
C (-0.04701, -2.54070, -4.44018)
C (-3.97503, 0.29158, 2.13724)
C (4.72454, 0.76145, -2.60194)
C (0.31103, 7.43763, -0.74754)
C (1.03169, 2.48061, 3.88835)
C (1.08438, -1.73638, -4.87342)
C (-0.03485, 3.34864, 4.15741)
C (-0.00089, -2.49065, -0.04438)
C (2.15849, -5.30447, -1.19184)
H (6.14717, 1.30707, -4.16595)
H (3.24329, -8.16386, -0.55148)
H (2.15908, -4.35659, 0.89196)
H (-0.58609, 8.05672, -0.74419)
H (-3.48223, -1.75184, -1.93662)
H (1.78005, -4.57855, -1.89628)
H (2.05670, -3.22581, 3.32849)
H (0.66181, -0.60314, 3.59821)
H (4.47727, 2.06964, -4.36617)
H (1.95668, -2.25818, -5.23843)
H (-6.63232, 1.00947, -5.47320)
H (-1.16184, 0.09633, 0.61959)
H (-0.02243, -3.59347, -4.20046)
H (0.95164, -1.96819, -2.10335)
H (4.51488, -1.97958, -4.01570)
H (-0.73378, -1.81476, 8.58270)
H (1.23785, 0.42861, -5.32168)
H (-3.59383, 6.62972, -2.92830)
H (-5.04745, 3.39761, 1.43893)
H (1.10411, 7.72372, -1.43839)
H (-2.01558, -1.82015, -3.82513)
H (-2.86990, 2.21978, 2.30789)
H (3.27711, -6.65607, 1.52506)
H (3.80805, -1.89889, 1.73327)
H (-0.80431, -0.15600, 4.25466)
H (1.98389, -1.88128, -0.59809)
H (-4.59811, 6.94393, -1.56350)
H (4.53478, 1.52521, 4.22634)
H (-2.84186, 0.99505, -2.42913)
H (2.16293, -4.97562, 3.58097)
H (4.41904, -0.40617, 5.77543)
H (0.50879, -4.27497, 3.28796)
H (4.43189, -2.78654, 4.27224)
H (0.62350, 7.77772, 0.23978)
H (1.05705, -1.64723, 1.70333)
H (-0.35240, 2.74647, -1.18712)
H (2.40351, -7.00251, -2.57499)
H (-1.23444, 0.39745, -4.55965)
H (-3.99856, -0.41089, -0.72043)
H (2.37773, 2.34886, 2.26957)
H (-3.38019, 2.52099, -2.89713)
H (1.04245, 4.21656, 1.14358)
H (3.65948, 0.58340, -2.45344)
H (-5.75843, -0.69519, 1.67988)
H (-1.79483, 2.21393, -0.61263)
H (3.75048, 0.85477, 1.92897)
H (3.60808, -0.03562, -4.92581)
H (-4.17096, 1.70715, -1.55102)
H (-1.74430, -1.72578, 7.16066)
H (4.92910, -0.06481, -5.95156)
H (-0.77474, 3.13862, 0.50655)
H (-3.36337, -0.52801, 2.48444)
H (-0.48620, -0.59754, 7.41368)
H (-7.72770, -0.34578, -6.12968)
H (-0.96549, 4.81459, 2.83598)
H (1.61320, 1.78576, 4.47609)
H (6.09110, -2.06041, -4.25732)
H (0.26880, -0.54558, 5.41352)
H (-0.61871, -1.99883, 1.95017)
H (0.13876, 0.56428, 1.59661)
H (-3.99975, 5.29768, -1.82537)
H (-1.01462, -2.64073, -0.41578)
H (0.38295, -3.48767, 0.17179)
H (-4.67441, -2.11940, -0.65582)
H (5.21245, 1.38988, -1.85688)
H (-6.86382, 1.36993, 1.06349)
H (-5.94403, -0.36789, -6.30297)
H (-0.65025, 3.32887, 5.04470)


Record 2
Here is a structure of composition C59H54Br3N9O21 at a distorted geometry from the OMol25 dataset. Energies are from wB97M-V/def2-TZVPD.

Results
- E (Eh) = -12074.7439
- LUMO level (eV) = -0.8
- multiplicity = 1

Geometry (Å):
Br (-1.76238, 2.45397, -6.30283)
Br (-0.73584, 3.97137, -3.79141)
Br (-1.08160, 0.78686, -3.73580)
O (3.06496, -4.80553, 2.25703)
O (0.95379, 4.90293, 5.25167)
O (-0.97257, -7.99886, -2.83348)
O (3.64960, 1.13801, 5.17465)
O (-8.76351, -4.90967, 2.03456)
O (0.08966, -2.53435, -4.33755)
O (-5.72542, 0.34888, -1.56589)
O (-4.77957, 5.58809, -2.74927)
O (-3.62778, 0.01272, -1.17780)
O (0.47569, 5.15354, 3.16134)
O (4.69094, 0.54948, -2.43809)
O (-1.80480, -1.20086, 1.38838)
O (-0.53148, -1.12113, 3.12979)
O (4.75595, -3.71342, 1.21183)
O (2.87637, -2.69589, 1.94580)
O (4.02531, 2.67333, 3.71255)
O (-4.03471, 3.61991, -2.34260)
O (-7.30359, -6.32113, 2.75230)
O (3.24309, 2.12394, -2.68338)
O (0.81687, -1.72916, -2.46566)
O (0.00717, -7.83045, -0.93068)
N (0.50786, 5.53192, 4.31638)
N (-7.61719, -5.29306, 2.18299)
N (-4.02060, 4.83203, -2.18710)
N (-4.68545, 0.58457, -0.98901)
N (0.87230, -2.49452, -3.41829)
N (-0.70100, -7.39575, -1.81387)
N (4.25872, 1.59740, 4.22615)
N (3.78939, 1.09804, -3.04339)
N (-0.84904, -0.77111, 2.01865)
C (3.08379, -6.37130, 0.35547)
C (-0.07187, 0.27802, 1.35808)
C (-1.09902, 5.20788, 0.09412)
C (-6.89111, -3.35495, 0.85417)
C (2.30206, 1.08103, -4.99955)
C (-4.56589, -2.77638, 0.80540)
C (1.78665, 0.43138, -6.12009)
C (-0.87736, 7.05989, 5.63767)
C (-6.54330, -4.46067, 1.60554)
C (7.30996, -0.81512, 2.57672)
C (-2.10745, 4.61117, -0.63928)
C (1.30512, 2.29711, 0.12035)
C (-5.86129, -2.56811, 0.36468)
C (3.99064, -5.31590, -3.45745)
C (0.73243, 1.27039, -0.62062)
C (-3.84142, 2.51229, 2.10417)
C (3.47819, -6.08873, 1.79157)
C (3.40347, -1.34429, -5.83389)
C (-3.82830, 1.51247, 1.13278)
C (-5.54737, 2.68005, -0.05402)
C (-0.82613, -5.23867, -0.63354)
C (4.14810, -4.13096, -2.76118)
C (3.30197, 0.47488, -4.27085)
C (-5.58925, 3.65793, 0.92944)
C (-4.25951, -3.83044, 1.66047)
C (0.36619, 7.92225, 3.76956)
C (-0.22743, 9.16447, 3.94900)
C (5.64306, -0.43919, 4.29554)
C (-4.69477, 1.59777, 0.06224)
C (-1.98482, -3.39144, -1.63365)
C (5.95695, 1.16618, 2.50726)
C (6.96365, 0.37697, 1.95551)
C (-1.24064, -3.90730, -0.58171)
C (6.59012, -1.24041, 3.68518)
C (0.00615, 6.87625, 4.59173)
C (2.79319, -5.58091, -4.12834)
C (3.89249, -0.69996, -4.70898)
C (2.35731, -0.75591, -6.54917)
C (-4.75009, 3.55019, 2.03619)
C (5.35065, 0.77490, 3.67426)
C (-1.49812, 8.29087, 5.78368)
C (0.03595, 0.24621, -0.01752)
C (1.93610, -3.50985, -3.36079)
C (-1.24494, -6.03733, -1.68310)
C (-1.12063, 9.37004, 4.98668)
C (-1.10990, 6.57976, 0.31874)
C (-3.03388, 5.42115, -1.27984)
C (3.36356, -1.40101, 1.50503)
C (3.67004, -3.73753, 1.73426)
C (0.54116, 1.25625, 2.12227)
C (-2.03178, 7.38248, -0.33895)
C (-5.25966, -4.67922, 2.07670)
C (-2.44747, -4.22004, -2.65408)
C (-2.97278, 6.79600, -1.17592)
C (-2.10915, -5.55899, -2.66047)
C (3.11615, -3.20507, -2.71208)
C (1.73268, -4.70791, -4.03010)
C (1.19011, 2.30821, 1.50428)
C (-1.81262, 2.45775, -4.35419)
H (4.98956, -3.93974, -2.10522)
H (-2.82908, 2.58165, -4.01033)
H (-2.03052, 8.45932, -0.24191)
H (0.47101, 1.20832, 3.20251)
H (-3.16998, -3.83731, -3.36142)
H (-2.21937, 8.44414, 6.57479)
H (4.02741, -1.07877, 2.30099)
H (4.75799, -6.07856, -3.45379)
H (-6.36878, 4.39861, 0.81245)
H (4.69039, -1.17212, -4.15338)
H (1.61128, 3.12316, 2.07551)
H (-0.82861, -3.27204, 0.19100)
H (6.78780, -2.21102, 4.12554)
H (-2.24751, -2.34275, -1.72431)
H (2.70768, -6.45426, -4.76153)
H (0.10832, 9.96013, 3.29657)
H (-0.34988, 7.05736, 0.92351)
H (0.74372, -4.95791, -4.39029)
H (4.55252, -6.22858, 1.92487)
H (5.02436, -0.75035, 5.12240)
H (-1.03383, 6.33855, 6.43006)
H (-0.24268, 4.66085, 0.46497)
H (-5.15852, -5.49917, 2.77222)
H (-3.70371, 7.44302, -1.63885)
H (2.96512, -6.78100, 2.45630)
H (-1.42360, 10.37531, 5.24843)
H (5.73344, 2.10900, 2.02661)
H (1.01590, 7.73444, 2.92411)
H (-3.24311, -3.97628, 2.00210)
H (-3.77383, -2.12911, 0.45290)
H (0.95782, 0.92288, -6.61017)
H (3.59916, -7.28679, 0.05447)
H (-6.10031, -1.66258, -0.18002)
H (1.65710, 3.14980, -0.44710)
H (3.38379, -5.57887, -0.33101)
H (2.01947, -6.57961, 0.25065)
H (-0.44242, -0.51903, -0.61363)
H (3.76026, -1.49139, 0.50013)
H (-2.14156, 3.53398, -0.73829)
H (-2.43627, -6.27696, -3.40133)
H (7.50517, 0.68876, 1.07394)
H (-4.85831, 4.26122, 2.84506)
H (-3.17470, 0.65860, 1.26337)
H (0.85880, 1.34814, -1.69233)
H (1.95739, -1.26092, -7.42052)
H (1.97930, 2.09994, -4.83404)
H (3.17021, -2.31912, -2.09455)
H (-7.91147, -3.18107, 0.54697)
H (8.05732, -1.45005, 2.12133)
H (-6.14208, 2.79711, -0.95109)
H (2.47255, -0.77899, 1.53284)
H (-0.22131, -5.66314, 0.15550)
H (3.68721, -2.35012, -6.11174)
H (-3.18167, 2.35661, 2.94736)